ORCA calculation (wB97M-V/def2-TZVPD) on C51H43N3OP3S3Ta as an isolated structure.

The geometry in XYZ format:
```
105
Properties=species:S:1:pos:R:3:mulliken_charge:R:1
Ta -1.30388 -0.41542 1.08125 0.582
C 3.05811 3.33122 -5.14121 -0.670
S 1.39242 4.00771 -5.32632 -0.085
C 0.43362 2.49841 -5.06434 -1.004
C 0.21376 2.19020 -3.58950 0.694
C -0.57022 0.89814 -3.39327 -1.134
N -0.79466 0.56409 -1.97643 0.392
P -2.26997 0.71598 -1.11701 0.951
C -3.47290 -0.19599 -2.09771 1.100
C -4.80710 0.21766 -2.13173 -0.688
C -5.74527 -0.53714 -2.81555 -0.867
C -5.35862 -1.70181 -3.46704 -0.632
C -4.03350 -2.11240 -3.43659 -0.842
C -3.09059 -1.36562 -2.74885 -0.664
C -2.72288 2.46502 -1.22739 1.300
C -3.17266 2.97556 -2.44566 -0.510
C -3.39192 4.33749 -2.58240 -0.832
C -3.17637 5.19173 -1.51032 -0.685
C -2.74367 4.68424 -0.29208 -0.830
C -2.51726 3.32489 -0.15025 -0.469
P 0.37252 0.00908 -0.90806 -0.664
C 1.22197 -1.30359 -1.79622 1.908
C 2.38965 -1.07968 -2.52344 -0.669
C 2.92645 -2.10369 -3.28959 -0.821
C 2.29966 -3.34175 -3.33816 -0.915
C 1.12702 -3.56281 -2.62614 -0.948
C 0.58668 -2.54538 -1.85848 -0.585
C 1.55157 1.27752 -0.43109 2.004
C 1.11944 2.60174 -0.32961 -0.602
C 1.98220 3.56758 0.16386 -0.932
C 3.26640 3.21329 0.55790 -1.158
C 3.69682 1.89636 0.46091 -0.821
C 2.84218 0.92013 -0.02886 -0.763
H 3.75152 4.15574 -5.29138 0.372
H 3.24477 2.57182 -5.89871 0.273
H 3.21230 2.92301 -4.14237 0.062
H 0.93877 1.67015 -5.56746 0.389
H -0.52164 2.65139 -5.57038 0.425
H -0.32540 3.01983 -3.12522 0.115
H 1.17903 2.11291 -3.08085 -0.256
H -0.05510 0.05989 -3.87234 0.640
H -1.55375 0.97497 -3.86110 0.654
H -5.11170 1.12647 -1.62759 0.507
H -6.77716 -0.21527 -2.84039 0.479
H -6.09257 -2.28822 -4.00270 0.438
H -3.73420 -3.01439 -3.95297 0.495
H -2.05303 -1.68035 -2.74165 0.373
H -3.36216 2.31689 -3.28382 0.457
H -3.74123 4.73106 -3.52737 0.481
H -3.35732 6.25221 -1.62140 0.443
H -2.59646 5.34740 0.54963 0.508
H -2.20050 2.93054 0.80662 0.182
H 2.87328 -0.11187 -2.49826 0.503
H 3.83166 -1.93193 -3.85609 0.512
H 2.72176 -4.13532 -3.93987 0.436
H 0.63706 -4.52606 -2.67351 0.523
H -0.33382 -2.71781 -1.30644 0.506
H 0.12391 2.87724 -0.65854 0.057
H 1.65738 4.59748 0.22723 0.560
H 3.93932 3.97274 0.93356 0.461
H 4.70061 1.62767 0.76166 0.551
H 3.17706 -0.10685 -0.10345 0.337
O -2.52167 -2.18479 0.92837 -0.526
C -1.65161 -2.30323 1.81011 0.432
C -1.10900 -3.22895 2.74146 0.101
C -1.67850 -4.43619 3.15424 -0.406
C -1.00678 -5.18837 4.09921 -0.803
C 0.21897 -4.75634 4.60211 -0.738
C 0.79682 -3.56141 4.17717 -0.185
C 0.12056 -2.77390 3.26507 0.247
P 0.77445 -1.20644 2.55784 1.646
C 2.40533 -1.70444 1.92285 0.895
C 2.45723 -2.71612 0.96217 -0.747
C 3.67495 -3.12642 0.44745 -0.627
C 4.84985 -2.53908 0.90066 -0.822
C 4.80423 -1.55547 1.87917 -0.678
C 3.58624 -1.13414 2.39498 -0.876
C 1.14239 0.00270 3.85379 0.501
C 1.02835 -0.25594 5.21103 -1.284
C 1.31585 0.74961 6.12644 -0.671
C 1.71784 2.00049 5.68787 -0.893
C 1.83771 2.25947 4.32563 -0.772
C 1.54756 1.26579 3.40979 0.133
H -2.62946 -4.75870 2.74986 0.625
H -1.43290 -6.11934 4.44658 0.475
H 0.73560 -5.36247 5.33447 0.508
H 1.76272 -3.25514 4.55900 0.560
H 1.54285 -3.19475 0.62539 0.460
H 3.71203 -3.91112 -0.29689 0.526
H 5.80319 -2.86321 0.50537 0.449
H 5.72303 -1.12063 2.24969 0.525
H 3.56045 -0.36879 3.15726 0.495
H 0.68969 -1.21806 5.56494 0.426
H 1.21414 0.54941 7.18423 0.468
H 1.93656 2.77871 6.40639 0.424
H 2.15312 3.23539 3.98111 0.517
H 1.64062 1.46663 2.34489 0.387
S -3.97291 0.24015 1.24483 -0.056
C -3.09773 0.17410 2.68664 0.736
S -1.61989 1.10984 2.78576 -0.547
C -3.36466 -0.75404 3.67838 0.536
C -2.52554 -0.92538 4.82271 0.046
N -1.84379 -1.06044 5.73860 -0.494
C -4.45267 -1.66247 3.51808 -0.154
N -5.32660 -2.40067 3.39985 -0.467
```

Properties
- Relative energy (zero: lowest compared OMol25 entry of this formula, charge and spin): 0.000 eV
- Max |F|: 1.4 eV/Å
- Net charge: +2